No. 1
The following is a DFT calculation (wB97M-V/def2-TZVPD) of a molecular structure, C39H39N3O3PtS5Te.

Positions of all 91 atoms, in Å:
Pt1 -1.0964 -0.9246 1.0540
C1 1.0919 3.8687 -4.0488
C2 0.4435 3.0573 -2.9539
C3 -0.8591 3.3031 -2.5283
C4 -1.4518 2.6002 -1.4947
C5 -2.8558 2.9590 -1.1448
O1 -3.6194 3.3813 -1.9895
C6 -3.3256 2.7800 0.2679
C7 -4.3605 1.9052 0.5565
C8 -4.7859 1.7455 1.8673
C9 -4.2025 2.4882 2.8848
C10 -3.1836 3.3859 2.5899
C11 -2.7324 3.5154 1.2841
C12 -0.7629 1.5555 -0.8334
O2 -1.3570 0.9526 0.1372
C13 0.5398 1.2336 -1.3151
C14 1.1090 2.0160 -2.3333
C15 1.2847 0.0699 -0.8341
N1 0.7794 -0.8398 -0.0766
C16 1.5942 -1.9546 0.4286
C17 2.1851 -1.6228 1.7973
Te1 0.7934 -0.5796 3.0555
C18 1.5771 1.3303 2.6304
C19 0.7722 2.3133 2.0674
C20 1.3193 3.5589 1.7748
C21 2.6554 3.8206 2.0438
C22 3.4515 2.8415 2.6275
C23 2.9112 1.5991 2.9305
C24 2.7151 -0.0527 -1.2718
C25 3.7090 0.6210 -0.5742
C26 5.0351 0.5069 -0.9741
C27 5.3673 -0.2734 -2.0729
C28 4.3700 -0.9366 -2.7788
C29 3.0460 -0.8237 -2.3806
H1 0.4198 4.6509 -4.4015
H2 1.3557 3.2484 -4.9078
H3 2.0078 4.3517 -3.7021
H4 -1.4526 4.0752 -3.0058
H5 -4.8195 1.3373 -0.2432
H6 -5.5739 1.0399 2.0968
H7 -4.5404 2.3618 3.9056
H8 -2.7335 3.9777 3.3776
H9 -1.9224 4.1981 1.0502
H10 2.1151 1.7851 -2.6638
H11 2.4007 -2.2285 -0.2532
H12 0.9255 -2.8101 0.5212
H13 3.0400 -0.9518 1.7118
H14 2.4915 -2.5233 2.3268
H15 -0.2633 2.1059 1.8319
H16 0.6978 4.3182 1.3151
H17 3.0776 4.7885 1.8042
H18 4.4899 3.0474 2.8558
H19 3.5332 0.8427 3.3957
H20 3.4405 1.2466 0.2726
H21 5.8074 1.0332 -0.4275
H22 6.4003 -0.3603 -2.3837
H23 4.6241 -1.5383 -3.6422
H24 2.2619 -1.3319 -2.9314
C30 -2.0082 -0.7941 -2.8689
N2 -1.4850 -2.1483 -2.8967
C31 -0.7872 -2.5719 -4.0965
C32 -0.9686 -4.0613 -4.2891
C33 -0.4431 -4.7768 -3.0628
N3 -0.9405 -4.1615 -1.8421
C34 -0.8526 -4.9664 -0.6370
C35 -1.4810 -2.9063 -1.7660
O3 -1.9454 -2.4924 -0.6979
H25 -1.2081 -0.0600 -2.9976
H26 -2.4994 -0.6101 -1.9178
H27 -2.7308 -0.6654 -3.6778
H28 0.2823 -2.3275 -4.0355
H29 -1.1988 -2.0122 -4.9362
H30 -0.4375 -4.4051 -5.1770
H31 -2.0313 -4.2752 -4.4223
H32 0.6536 -4.7716 -3.0615
H33 -0.7555 -5.8234 -3.0647
H34 0.1872 -5.2408 -0.4372
H35 -1.4334 -5.8845 -0.7537
H36 -1.2456 -4.4026 0.2030
C36 -1.7766 0.8830 5.2129
S1 -2.9270 -0.4715 5.5536
C37 -1.9352 -1.8254 5.0431
C38 -1.9091 -2.3576 3.8083
S2 -2.7868 -1.8637 2.3767
S3 -0.7699 -3.6668 3.6043
C39 -0.0908 -3.6891 5.1996
S4 1.1093 -4.7052 5.6571
S5 -0.8341 -2.5130 6.2176
H37 -2.2157 1.7847 5.6388
H38 -1.6609 1.0166 4.1375
H39 -0.8146 0.6999 5.6902

Values from the calculation:
DFT total energy, Ha: -4277.8095
2S+1: 3
Frontier orbital gap (spin up / spin down), hartree: 0.249 / 0.256
Largest force on an atom, eV/A: 0.482
ΔE to the lowest compared entry with this formula, charge and spin, kJ/mol: 0.0



No. 2
The following is a DFT calculation (wB97M-V/def2-TZVPD) of a molecular structure, C39H39N6O3ReS at a distorted geometry.

Positions of all 89 atoms, in Å:
Re1 -0.1205 -0.4999 0.7747
C1 2.0485 -2.7301 1.9458
C2 1.1331 -3.2457 3.0459
C3 -0.3555 -3.1482 2.8653
C4 -1.1145 -4.0912 3.5652
C5 -2.4927 -4.0193 3.5828
C6 -3.0907 -2.9632 2.9077
C7 -2.2889 -2.0699 2.2266
N1 -0.9458 -2.1695 2.1674
N2 2.1005 -1.2678 1.7894
C8 2.2642 -0.5362 3.0546
C9 0.9932 0.0613 3.6161
C10 0.9749 0.4850 4.9404
C11 -0.1450 1.1204 5.4531
C12 -1.2256 1.3232 4.6077
C13 -1.1430 0.8739 3.3032
N3 -0.0667 0.2502 2.8130
C14 3.2078 -0.9419 0.8780
C15 3.2265 0.5354 0.5930
C16 4.4070 1.2499 0.4348
C17 4.3285 2.6212 0.2406
C18 3.0835 3.2281 0.2019
C19 1.9557 2.4342 0.3571
N4 2.0400 1.1323 0.5538
H1 3.0587 -3.0978 2.1751
H2 1.7484 -3.1532 0.9829
H3 1.3802 -4.2990 3.1955
H4 1.3587 -2.7513 3.9955
H5 -0.6128 -4.8786 4.1050
H6 -3.0854 -4.7468 4.1178
H7 -4.1593 -2.8252 2.9121
H8 -2.7470 -1.2245 1.7263
H9 2.7557 -1.1597 3.8097
H10 2.9321 0.3127 2.8747
H11 1.8373 0.3272 5.5671
H12 -0.1719 1.4501 6.4813
H13 -2.1225 1.8101 4.9548
H14 -1.9732 1.0133 2.6194
H15 4.1722 -1.2391 1.3121
H16 3.0701 -1.4984 -0.0537
H17 5.3615 0.7466 0.4704
H18 5.2276 3.2067 0.1357
H19 2.9790 4.2909 0.0595
H20 0.9569 2.8394 0.3165
N5 -1.6927 -1.8811 -0.6560
C20 -1.2761 -2.6161 -1.7811
C21 -0.5958 -3.8290 -1.6285
C22 -0.1950 -4.5370 -2.7430
C23 -0.4604 -4.0408 -4.0154
C24 -1.1313 -2.8338 -4.1701
C25 -1.5391 -2.1188 -3.0620
H21 -2.1878 -2.4653 0.0146
H22 -2.2682 -1.0806 -0.9617
H23 -0.3905 -4.1971 -0.6330
H24 0.3123 -5.4811 -2.6244
H25 -0.1645 -4.6147 -4.8783
H26 -1.3488 -2.4569 -5.1547
H27 -2.0959 -1.1972 -3.1573
N6 0.6599 -0.7917 -1.0023
C26 1.0929 -0.6736 -2.0755
C27 1.6123 -0.5414 -3.3537
C28 2.9533 -0.8740 -3.6297
C29 3.4265 -0.7642 -4.9192
C30 2.5884 -0.3259 -5.9390
C31 1.2724 0.0326 -5.6669
C32 0.7759 -0.0687 -4.3854
H28 3.5959 -1.2295 -2.8394
H29 4.4493 -1.0270 -5.1427
H30 2.9617 -0.2694 -6.9491
H31 0.6409 0.3903 -6.4652
H32 -0.2441 0.1966 -4.1542
C33 -3.4226 7.1081 -1.3511
C34 -3.2125 5.6679 -1.0968
C35 -3.4520 5.1048 0.1676
C36 -3.1853 3.7702 0.4147
C37 -2.6940 2.9827 -0.6143
C38 -2.4934 3.5020 -1.8855
C39 -2.7549 4.8323 -2.1285
S1 -2.1394 1.3069 -0.4194
O1 -2.3650 0.5802 -1.6494
O2 -2.6768 0.6016 0.7479
O3 -0.6609 1.4673 -0.1603
H33 -3.3400 7.7020 -0.4439
H34 -4.4284 7.2725 -1.7500
H35 -2.7352 7.4777 -2.1092
H36 -3.8415 5.7307 0.9562
H37 -3.3592 3.3461 1.3909
H38 -2.1338 2.8426 -2.6582
H39 -2.5975 5.2439 -3.1134

Values from the calculation:
DFT total energy, Ha: -2539.3690
2S+1: 2
Frontier orbital gap (spin up / spin down), hartree: 0.202 / 0.209
Total charge: +3
Largest force on an atom, eV/A: 2.793



No. 3
The following is a DFT calculation (wB97M-V/def2-TZVPD) of a molecular structure, C39H39N7O3PSn.

Positions of all 90 atoms, in Å:
Sn1 -0.1240 0.1507 0.6722
C1 0.9622 3.0173 2.7994
N1 0.7277 1.6513 3.2212
C2 -0.3533 1.5644 4.1802
C3 -1.0366 0.2133 4.1992
C4 -2.2903 0.1161 4.7932
C5 -2.9362 -1.1046 4.8000
C6 -2.3083 -2.1986 4.2177
C7 -1.0545 -2.0103 3.6637
N2 -0.4196 -0.8313 3.6509
C8 1.9435 1.0393 3.7368
C9 2.9805 0.6547 2.7011
C10 4.2980 0.4615 3.1020
C11 5.2354 0.0450 2.1779
C12 4.8461 -0.1610 0.8610
C13 3.5241 0.0666 0.5411
N3 2.6038 0.4638 1.4376
C14 -0.0761 3.6017 1.8507
C15 0.0773 4.9318 1.4717
C16 -0.8210 5.4889 0.5842
C17 -1.8626 4.7090 0.0995
C18 -1.9487 3.4010 0.5340
N4 -1.0741 2.8427 1.3880
H1 1.0492 3.6980 3.6607
H2 1.9311 3.0525 2.2943
H3 -0.0065 1.8121 5.1973
H4 -1.1059 2.3091 3.9261
H5 -2.7518 0.9929 5.2352
H6 -3.9210 -1.2017 5.2431
H7 -2.7788 -3.1726 4.1905
H8 -0.5263 -2.8439 3.2029
H9 2.4270 1.6850 4.4857
H10 1.6586 0.1179 4.2460
H11 4.5764 0.6394 4.1337
H12 6.2639 -0.1117 2.4770
H13 5.5479 -0.4822 0.1027
H14 3.1738 -0.0782 -0.4798
H15 0.8959 5.5185 1.8774
H16 -0.7124 6.5215 0.2716
H17 -2.5926 5.1034 -0.5958
H18 -2.7491 2.7558 0.1816
C19 0.9134 -4.3956 0.9199
C20 1.0820 -3.0049 0.8074
N5 0.1820 -2.2288 0.2449
C21 -0.9864 -2.7623 -0.2302
C22 -1.2352 -4.1427 -0.1518
C23 -0.2369 -4.9505 0.4381
C24 -2.4566 -4.6706 -0.6479
C25 -3.3702 -3.8112 -1.1677
C26 -3.1331 -2.4135 -1.2376
C27 -1.9509 -1.8494 -0.8113
N6 -1.5651 -0.5194 -0.8677
C28 -1.8907 0.3717 -1.8669
C29 -3.0031 0.3994 -2.6837
C30 -3.1504 1.3538 -3.7240
C31 -2.2205 2.3166 -3.9601
C32 -1.0736 2.3641 -3.1253
C33 -0.0769 3.3578 -3.2542
C34 0.9897 3.3914 -2.4046
C35 1.0784 2.4048 -1.4094
N7 0.1805 1.4508 -1.2835
C36 -0.9135 1.4135 -2.1056
H19 1.6849 -4.9987 1.3796
H20 1.9806 -2.5254 1.1860
H21 -0.4065 -6.0199 0.5106
H22 -2.6467 -5.7359 -0.5916
H23 -4.3174 -4.1911 -1.5307
H24 -3.9273 -1.7931 -1.6119
H25 -3.7973 -0.3114 -2.5456
H26 -4.0435 1.3115 -4.3360
H27 -2.3434 3.0460 -4.7520
H28 -0.1799 4.1010 -4.0379
H29 1.7554 4.1525 -2.4800
H30 1.9117 2.3905 -0.7107
C37 2.2103 0.4308 -4.2854
O1 2.1609 -0.9411 -3.8828
P1 0.8478 -1.4575 -3.0790
O2 -0.2518 -1.3228 -4.2517
C38 -1.4337 -2.1350 -4.3204
O3 1.1314 -3.0523 -3.1621
C39 2.2231 -3.5862 -2.4112
H31 3.0425 0.5418 -4.9716
H32 2.3701 1.0878 -3.4256
H33 1.2907 0.7205 -4.7966
H34 -2.2889 -1.5790 -3.9315
H35 -1.3118 -3.0595 -3.7565
H36 -1.6036 -2.3802 -5.3642
H37 2.2829 -3.1353 -1.4123
H38 3.1611 -3.4090 -2.9350
H39 2.0628 -4.6537 -2.3063

Values from the calculation:
DFT total energy, Ha: -2674.1360
Frontier orbital gap, hartree: 0.254
Total charge: +1
Largest force on an atom, eV/A: 0.639
ΔE to the lowest compared entry with this formula, charge and spin, kJ/mol: 95.5



No. 4
The following is a DFT calculation (wB97M-V/def2-TZVPD) of a molecular structure, C39H40BCl2N9O3RuTe at a distorted geometry.

Positions of all 96 atoms, in Å:
Ru1 -0.4953 1.9549 1.0843
C1 -4.0834 3.6903 2.3755
C2 -3.3726 3.0066 1.3973
N1 -2.3112 2.4032 1.9288
N2 -2.3019 2.7135 3.2544
C3 -3.3572 3.4844 3.5370
B1 -1.0753 2.3348 4.1708
N3 -0.6679 0.8777 3.8034
C4 -0.7049 -0.2235 4.5662
C5 -0.5307 -1.3269 3.7501
C6 -0.4078 -0.8036 2.4689
N4 -0.4619 0.5263 2.5201
N5 0.0710 3.2729 3.7818
C7 0.8222 4.1771 4.4353
C8 1.6346 4.8069 3.5167
C9 1.3091 4.2249 2.2931
N6 0.3564 3.3169 2.4581
N7 -1.4925 2.3776 5.6177
C10 -2.6337 1.8705 6.1602
C11 -2.5315 1.9708 7.5219
C12 -1.2657 2.5530 7.7317
N8 -0.6456 2.7858 6.5916
H1 -4.9902 4.2541 2.2551
H2 -3.5818 2.9328 0.3458
H3 -3.5243 3.8346 4.5409
H4 -0.8620 -0.1471 5.6286
H5 -0.5151 -2.3617 4.0406
H6 -0.2968 -1.2974 1.5223
H7 0.7375 4.2733 5.5021
H8 2.3649 5.5709 3.7099
H9 1.7133 4.4144 1.3133
H10 -3.4197 1.4707 5.5415
H11 -3.2567 1.6723 8.2576
H12 -0.7877 2.8098 8.6627
Cl1 3.0116 4.5372 -4.9341
C13 2.4681 3.8278 -3.4558
C14 3.3342 2.9948 -2.7381
C15 2.9417 2.4152 -1.5591
Cl2 4.0657 1.4361 -0.6998
C16 1.6428 2.6209 -1.0125
O1 1.3148 2.0865 0.1092
C17 0.7961 3.4817 -1.7644
C18 -0.5139 3.8034 -1.3089
O2 -1.0864 3.3704 -0.3042
C19 1.2186 4.0768 -2.9709
H13 4.3319 2.8096 -3.1119
H14 -1.0851 4.5129 -1.9207
H15 0.5428 4.7328 -3.5045
C20 -3.3150 0.2971 -1.0492
C21 -1.8257 0.1629 -1.1095
O3 -1.4638 -0.6129 -2.1965
N9 -0.8888 0.5589 -0.3836
Te1 0.5257 -0.6543 -2.0432
C22 0.6611 -1.8255 -3.8218
C23 -0.2247 -1.7318 -4.8967
C24 -1.3269 -0.7083 -5.0113
C25 -0.0799 -2.6281 -5.9499
C26 0.9440 -3.5647 -5.9950
C27 1.0817 -4.5025 -7.1581
C28 1.8800 -3.5503 -4.9677
C29 1.7694 -2.6798 -3.8914
C30 2.8932 -2.6952 -2.8816
C31 0.6867 -2.3126 -0.7279
C32 1.6750 -2.2385 0.2541
C33 2.5568 -1.0382 0.4159
C34 1.8532 -3.3188 1.1092
C35 1.0612 -4.4534 1.0256
C36 1.2497 -5.6089 1.9647
C37 0.0808 -4.4941 0.0415
C38 -0.1240 -3.4579 -0.8650
C39 -1.1673 -3.6974 -1.9256
H16 -3.7634 0.1343 -2.0249
H17 -3.5908 1.2777 -0.6787
H18 -3.7129 -0.4444 -0.3549
H19 -1.1313 0.1909 -4.4351
H20 -2.2810 -1.1136 -4.6724
H21 -1.4355 -0.4192 -6.0559
H22 -0.7827 -2.5723 -6.7739
H23 0.1072 -4.7864 -7.5534
H24 1.6164 -5.4078 -6.8753
H25 1.6389 -4.0264 -7.9673
H26 2.7308 -4.2207 -5.0114
H27 3.8298 -2.9088 -3.3954
H28 2.7496 -3.4539 -2.1115
H29 3.0457 -1.7364 -2.3735
H30 2.0293 -0.0921 0.2503
H31 3.3977 -1.0787 -0.2801
H32 2.9701 -0.9984 1.4232
H33 2.6180 -3.2535 1.8741
H34 1.9806 -5.3781 2.7376
H35 1.5972 -6.4910 1.4248
H36 0.3093 -5.8761 2.4478
H37 -0.5457 -5.3748 -0.0413
H38 -1.8753 -4.4432 -1.5670
H39 -0.7040 -4.0931 -2.8313
H40 -1.7187 -2.8065 -2.2008

Values from the calculation:
DFT total energy, Ha: -3536.7573
2S+1: 2
Frontier orbital gap (spin up / spin down), hartree: 0.285 / 0.257
Total charge: +1
Largest force on an atom, eV/A: 1.153
ΔE to the lowest compared entry with this formula, charge and spin, kJ/mol: 26.3



No. 5
The following is a DFT calculation (wB97M-V/def2-TZVPD) of a molecular structure, C39H40BF4N5O4P2Pt.

Positions of all 96 atoms, in Å:
Pt1 0.9895 0.3598 -0.0359
C1 -1.9223 2.7168 0.0641
N1 -1.1292 2.3060 -1.1176
P1 -1.3033 0.5981 -1.4260
C2 -0.4517 0.3462 -3.0253
C3 0.6323 -0.5240 -3.0901
C4 1.3191 -0.7128 -4.2817
C5 0.9098 -0.0436 -5.4237
C6 -0.1874 0.8100 -5.3747
C7 -0.8686 0.9973 -4.1858
C8 -3.0481 0.5306 -1.9914
C9 -3.7556 1.6769 -2.3477
C10 -5.0315 1.5714 -2.8829
C11 -5.6100 0.3252 -3.0729
C12 -4.9095 -0.8208 -2.7247
C13 -3.6376 -0.7173 -2.1833
P2 0.5933 2.4487 -0.8964
C14 0.8259 3.7898 0.2874
C15 0.8414 3.4699 1.6442
C16 0.9916 4.4745 2.5862
C17 1.1492 5.7922 2.1793
C18 1.1705 6.1062 0.8284
C19 1.0128 5.1069 -0.1203
C20 1.1116 3.0459 -2.5230
C21 2.3393 2.6805 -3.0663
C22 2.7320 3.2082 -4.2892
C23 1.9085 4.0950 -4.9658
C24 0.6749 4.4456 -4.4315
C25 0.2732 3.9196 -3.2153
H1 -2.9645 2.4489 -0.0905
H2 -1.8538 3.7955 0.1889
H3 -1.5846 2.2388 0.9908
H4 0.9536 -1.0711 -2.2084
H5 2.1747 -1.3740 -4.3069
H6 1.4399 -0.1898 -6.3561
H7 -0.5077 1.3356 -6.2651
H8 -1.7117 1.6767 -4.1525
H9 -3.3035 2.6522 -2.2261
H10 -5.5721 2.4678 -3.1583
H11 -6.6047 0.2476 -3.4916
H12 -5.3505 -1.7971 -2.8757
H13 -3.1030 -1.6152 -1.9178
H14 0.7667 2.4369 1.9638
H15 0.9993 4.2252 3.6390
H16 1.2731 6.5741 2.9175
H17 1.3211 7.1291 0.5094
H18 1.0504 5.3518 -1.1733
H19 2.9771 1.9829 -2.5420
H20 3.6898 2.9270 -4.7067
H21 2.2247 4.5131 -5.9131
H22 0.0232 5.1248 -4.9663
H23 -0.6953 4.1725 -2.8025
O1 0.5225 0.0280 2.1125
C26 1.3635 -0.9293 2.1029
O2 1.7266 -1.4061 0.9892
C27 1.9131 -1.4463 3.3719
C28 1.3825 -1.0218 4.5815
C29 1.8921 -1.4878 5.7954
C30 2.9444 -2.3664 5.7229
O3 3.6158 -2.9537 6.7524
C31 4.6438 -3.7514 6.1568
O4 4.5031 -3.6612 4.7416
C32 3.4750 -2.7869 4.5145
C33 2.9835 -2.3529 3.3160
H24 0.5649 -0.3145 4.5701
H25 1.4828 -1.1738 6.7448
H26 4.5228 -4.7887 6.4709
H27 5.6198 -3.3636 6.4546
H28 3.3953 -2.6654 2.3670
C34 -0.2332 -3.9021 0.7479
N2 -1.0214 -2.7355 1.1547
C35 -1.3403 -2.8724 2.5787
N3 -2.0868 -4.1039 2.8636
C36 -1.2681 -5.2353 2.4156
N4 -0.9475 -5.1625 0.9870
C37 -2.2056 -5.1176 0.2405
N5 -3.0482 -3.9788 0.6267
C38 -2.2689 -2.7557 0.4076
C39 -3.3150 -4.0850 2.0662
H29 0.7071 -3.9071 1.3006
H30 -0.0066 -3.8195 -0.3178
H31 -1.9373 -2.0118 2.8893
H32 -0.4143 -2.8832 3.1561
H33 -1.8074 -6.1642 2.6126
H34 -0.3364 -5.2407 2.9847
H35 -2.7594 -6.0420 0.4169
H36 -1.9796 -5.0423 -0.8256
H37 -2.8744 -1.8900 0.6898
H38 -2.0219 -2.6903 -0.6527
H39 -3.8748 -5.0037 2.2536
H40 -3.9252 -3.2338 2.3760
F1 3.4790 0.4733 -0.9343
B1 3.8727 1.4226 0.0712
F2 3.1653 1.0659 1.2556
F3 3.4051 2.6888 -0.3430
F4 5.2292 1.4120 0.2387

Values from the calculation:
DFT total energy, Ha: -3311.4377
2S+1: 3
Frontier orbital gap (spin up / spin down), hartree: 0.303 / 0.241
Largest force on an atom, eV/A: 0.456
ΔE to the lowest compared entry with this formula, charge and spin, kJ/mol: 102.3